Entry 1:
This record from the OMol25 dataset describes C19H24IrN3O5 as an isolated structure. The level of theory is the ωB97M-V functional and the def2-TZVPD basis.

Geometry as XYZ:
```
52
Properties=species:S:1:pos:R:3:forces:R:3:lowdin_charge:R:1
Ir 0.282 -0.166 0.024 -0.6787 1.8042 2.9159 1.622
C -1.838 0.500 2.652 -0.0297 0.0505 -0.1047 -0.011
O -0.773 -0.309 2.118 0.1764 -0.3788 -0.5024 -0.316
C 0.007 -0.972 3.121 -0.0171 -0.1110 0.0377 -0.139
C 1.095 -1.737 2.404 0.0420 0.0173 -0.0272 -0.097
O 1.739 -0.897 1.399 0.0255 0.0574 0.0107 -0.287
C 2.747 0.026 1.891 0.0252 -0.0710 -0.0308 -0.096
C 2.129 1.346 2.297 0.0964 -0.1452 0.0365 -0.140
O 1.167 1.679 1.294 -0.2289 -0.4647 -0.8032 -0.319
C 0.521 2.950 1.514 -0.0819 0.0694 -0.1191 -0.013
H -2.506 -0.125 3.244 0.0039 -0.0124 -0.0168 0.114
H -2.377 0.923 1.808 0.0007 0.0115 0.0086 0.101
H -1.434 1.298 3.277 0.0313 -0.0127 -0.0063 0.103
H -0.622 -1.668 3.681 0.0097 -0.0088 -0.0129 0.158
H 0.403 -0.238 3.825 -0.0223 0.0018 -0.0124 0.134
H 0.691 -2.574 1.842 0.0051 -0.0180 0.0197 0.129
H 1.857 -2.101 3.091 -0.0067 -0.0004 0.0066 0.157
H 3.446 0.136 1.066 0.0210 0.0150 0.0180 0.127
H 3.281 -0.441 2.718 -0.0168 0.0033 0.0122 0.158
H 2.907 2.114 2.346 -0.0262 0.0113 -0.0499 0.161
H 1.640 1.305 3.272 -0.0071 -0.0038 -0.0260 0.132
H 1.210 3.758 1.266 0.0130 -0.0224 0.0101 0.115
H 0.213 3.039 2.555 -0.0110 -0.0437 -0.0049 0.106
H -0.350 2.990 0.864 0.0135 0.0194 0.0021 0.100
O -4.712 -1.571 -1.577 0.0288 0.0471 0.0002 0.221
C -4.309 -2.649 -0.997 0.0116 0.0032 0.0064 -0.177
C -5.269 -3.711 -0.902 0.0156 -0.0262 -0.0027 0.105
C -4.912 -4.906 -0.345 -0.0182 0.0077 -0.0056 0.020
C -3.608 -5.079 0.137 0.0110 -0.0032 0.0100 0.075
C -2.655 -4.026 0.077 -0.0021 0.0108 0.0082 0.066
C -2.975 -2.814 -0.466 0.0620 0.0009 0.0724 -0.032
C -1.971 -1.729 -0.539 -0.1718 0.2502 -0.2405 -0.368
O -0.809 -1.916 0.016 0.9118 0.5199 -0.9826 -0.121
N -2.287 -0.640 -1.193 0.0896 -0.2353 0.0761 0.094
N -1.178 0.182 -1.271 0.1678 0.1339 0.0586 -0.149
C -0.969 0.920 -2.299 0.0499 0.0312 -0.0174 0.029
C 0.360 1.504 -2.379 -0.2996 -0.0629 0.1370 -0.216
C 0.762 2.339 -3.397 0.1402 0.1600 -0.0268 0.055
C 2.082 2.791 -3.414 -0.1852 -0.0404 -0.0810 0.039
C 2.937 2.385 -2.408 -0.0668 0.0010 0.2008 0.033
C 2.464 1.548 -1.405 0.2617 -0.0730 -0.0058 -0.051
N 1.207 1.105 -1.383 -0.3813 -1.4105 -0.5321 -0.039
H -3.977 -0.901 -1.632 -0.0048 -0.0125 0.0026 0.119
H -6.258 -3.522 -1.299 0.0010 0.0038 -0.0050 0.157
H -5.626 -5.717 -0.279 -0.0002 -0.0011 -0.0048 0.145
H -3.313 -6.027 0.567 0.0037 0.0001 -0.0003 0.143
H -1.657 -4.194 0.459 -0.0014 -0.0153 0.0018 0.139
H -1.716 1.015 -3.080 0.0188 0.0234 0.0035 0.167
H 0.061 2.625 -4.170 -0.0008 0.0164 0.0158 0.146
H 2.427 3.445 -4.204 0.0037 -0.0177 -0.0124 0.145
H 3.968 2.709 -2.381 -0.0012 -0.0046 0.0216 0.141
H 3.110 1.233 -0.601 0.0186 -0.0751 -0.0593 0.115
```
Positions in Å, forces in eV/Å.

## Properties
**Multiplicity**: 2
**Total charge**: +3
**ΔE to the lowest compared entry with this formula, charge and spin**: 40.51 kcal per mole
**⟨S²⟩**: 0.7749
**E_HOMO (spin up / spin down)**: -18.30 / -18.37 eV
**LUMO (spin up / spin down)**: -11.2 / -11.9 eV
**Kohn-Sham gap (spin up / spin down)**: 7.11 / 6.50 eV
**DFT total energy**: -1382.09625 Eh

***

Entry 2:
This record from the OMol25 dataset describes C34H35N2O4P2PdS as an isolated structure. The level of theory is the ωB97M-V functional and the def2-TZVPD basis.

Geometry as XYZ:
```
79
Properties=species:S:1:pos:R:3:forces:R:3:lowdin_charge:R:1
Pd -0.736 1.610 -0.307 0.2131 -0.4953 -0.5854 0.698
O 0.511 4.547 -0.639 0.1237 0.0961 0.3156 0.106
C -0.476 4.173 -0.056 -0.3585 0.0563 -0.1122 -0.594
O -0.507 3.163 0.839 0.2963 0.2116 -0.0587 -0.214
C -1.831 4.795 -0.252 0.1745 -0.0408 0.0937 -0.171
C -1.991 6.169 -0.139 0.0537 0.0605 -0.1113 -0.014
C -3.245 6.745 -0.266 0.0309 0.0194 0.0029 -0.072
C -4.346 5.940 -0.517 -0.0123 -0.0680 -0.0004 -0.077
C -4.195 4.566 -0.630 -0.1604 0.0084 -0.0397 -0.120
C -2.940 3.988 -0.500 0.0531 -0.0347 0.1643 -0.554
S -2.800 2.233 -0.695 -0.6331 0.0424 -0.1369 0.684
H -1.119 6.783 0.045 0.0043 -0.0242 -0.0037 0.125
H -3.364 7.816 -0.172 0.0120 -0.0068 0.0015 0.107
H -5.327 6.384 -0.625 -0.0078 -0.0255 0.0001 0.107
H -5.054 3.936 -0.829 0.0000 0.0322 0.0013 0.100
O 1.243 0.992 -0.459 0.1792 0.2631 0.3434 -0.422
P 2.162 0.113 0.341 0.0902 -0.1495 -0.2076 0.772
C 2.175 -1.500 -0.506 -0.0285 -0.0246 0.0196 -0.268
P 0.463 -1.918 -1.033 0.2485 0.0423 -0.0621 0.782
O -0.588 -1.341 -0.124 -0.1104 0.0555 0.0595 -0.382
C 0.404 -3.711 -1.070 0.0009 0.0423 0.0242 -0.278
C -0.722 -4.348 -0.559 -0.0687 0.0101 -0.0229 -0.069
C -0.810 -5.731 -0.580 0.0089 -0.0178 -0.0073 -0.063
C 0.230 -6.483 -1.108 0.0099 0.0132 -0.0054 -0.060
C 1.362 -5.853 -1.608 -0.0134 -0.0240 -0.0005 -0.062
C 1.452 -4.471 -1.586 0.0890 -0.0260 -0.0131 -0.088
C 0.286 -1.269 -2.705 -0.1090 0.0490 0.1398 -0.269
C 1.033 -1.736 -3.782 0.0745 -0.0232 -0.0211 -0.069
C 0.875 -1.163 -5.033 -0.0089 0.0127 -0.0189 -0.058
C -0.029 -0.125 -5.218 0.0177 -0.0298 -0.0130 -0.052
C -0.785 0.339 -4.152 -0.0388 0.0492 -0.0173 -0.049
C -0.628 -0.238 -2.904 0.1027 -0.0505 0.0017 -0.096
C 1.675 -0.201 2.042 -0.0013 -0.0056 -0.0390 -0.269
C 0.634 0.514 2.626 -0.0023 -0.0044 -0.0464 -0.071
C 0.300 0.286 3.953 -0.0199 0.0043 0.0040 -0.067
C 0.994 -0.656 4.696 0.0052 -0.0088 0.0099 -0.064
C 2.035 -1.370 4.116 0.0006 -0.0103 0.0379 -0.065
C 2.379 -1.139 2.796 0.0456 -0.0480 0.0269 -0.076
C 3.817 0.792 0.323 -0.0747 -0.1177 0.0053 -0.275
C 4.951 0.009 0.532 0.0323 -0.0437 0.0052 -0.085
C 6.202 0.600 0.545 -0.0060 0.0116 -0.0030 -0.070
C 6.320 1.971 0.352 0.0071 -0.0016 0.0013 -0.061
C 5.192 2.750 0.138 0.0108 0.0121 -0.0004 -0.054
C 3.934 2.165 0.120 -0.0580 0.0453 -0.0104 -0.048
H 2.600 -2.300 0.102 -0.0843 0.0023 0.0453 0.073
H 2.788 -1.385 -1.403 0.0076 -0.0047 -0.0045 0.085
H -1.526 -3.758 -0.138 0.0192 0.0012 -0.0048 0.097
H -1.687 -6.223 -0.181 0.0051 0.0020 -0.0022 0.111
H 0.163 -7.563 -1.124 -0.0024 0.0051 0.0018 0.113
H 2.177 -6.439 -2.010 -0.0052 0.0016 0.0031 0.113
H 2.353 -3.998 -1.962 -0.0269 0.0153 0.0092 0.103
H 1.740 -2.548 -3.661 -0.0160 0.0055 0.0230 0.100
H 1.459 -1.528 -5.867 -0.0027 0.0020 0.0019 0.113
H -0.144 0.321 -6.197 0.0003 0.0050 0.0051 0.114
H -1.490 1.148 -4.288 0.0065 -0.0038 0.0187 0.116
H -1.241 0.113 -2.079 -0.0958 -0.0058 0.0324 0.038
H 0.092 1.254 2.052 0.0561 0.0915 0.0532 0.066
H -0.497 0.861 4.408 0.0020 -0.0072 0.0048 0.112
H 0.736 -0.829 5.733 -0.0028 0.0083 -0.0063 0.111
H 2.587 -2.097 4.697 -0.0081 0.0038 -0.0021 0.111
H 3.211 -1.690 2.370 -0.0267 0.0208 -0.0289 0.100
H 4.870 -1.063 0.676 -0.0151 0.0150 -0.0005 0.100
H 7.085 -0.005 0.703 -0.0033 0.0017 0.0000 0.110
H 7.298 2.433 0.363 -0.0044 -0.0051 0.0001 0.112
H 5.287 3.815 -0.021 0.0026 -0.0045 0.0014 0.115
H 3.050 2.768 -0.060 0.0021 -0.0189 0.0067 0.110
N -4.747 -2.026 2.291 0.0231 0.0223 -0.0068 -0.003
C -4.482 -0.601 2.495 0.1093 0.0580 0.0191 -0.242
C -3.156 -0.241 1.831 -0.0742 -0.0066 0.0514 -0.176
N -3.164 -0.779 0.439 0.0686 -0.1793 -0.0070 0.129
H -5.730 -2.238 2.391 -0.0046 0.0035 -0.0143 0.083
H -4.249 -2.594 2.966 0.0019 0.0047 0.0051 0.085
H -3.727 -1.641 0.450 -0.0703 0.0530 0.1256 0.134
H -4.441 -0.293 3.542 0.0109 -0.0230 0.0049 0.120
H -5.287 -0.028 2.032 0.0080 -0.0145 -0.0501 0.124
H -2.301 -0.686 2.340 -0.0592 -0.0738 0.0125 0.121
H -2.999 0.835 1.770 -0.0169 0.0009 0.0237 0.088
H -3.577 -0.102 -0.207 0.0185 0.0936 0.0271 0.071
H -2.191 -1.019 0.132 0.0045 0.0735 -0.0697 0.064
```
Positions in Å, forces in eV/Å.

## Properties
**Total charge**: +1
**ΔE to the lowest compared entry with this formula, charge and spin**: 30.69 kcal per mole
**E_HOMO (spin up / spin down)**: -9.92 / -9.92 eV
**LUMO (spin up / spin down)**: -3.3 / -3.3 eV
**Kohn-Sham gap (spin up / spin down)**: 6.60 / 6.61 eV
**DFT total energy**: -2935.77904 Eh

***

Entry 3:
This record from the OMol25 dataset describes one molecule with the formula C19H16O8. The level of theory is the ωB97M-V functional and the def2-TZVPD basis.

Geometry as XYZ:
```
43
Properties=species:S:1:pos:R:3:forces:R:3:lowdin_charge:R:1
O -2.672 0.603 -0.916 2.4725 1.2867 1.3392 0.093
O 1.265 3.247 1.171 0.7170 1.1709 0.8365 0.123
O -2.676 -2.290 -0.117 -0.2991 1.1093 0.3237 0.133
O 2.248 4.022 -1.268 -1.2377 -0.3771 0.8482 0.055
O 1.113 -0.799 -0.667 -1.8473 1.3997 -0.9965 0.042
O -2.591 -0.439 1.872 0.0412 0.6170 -1.1970 0.050
O -0.659 -3.980 -0.406 -1.5626 0.8909 0.3978 -0.008
O -0.888 -2.100 3.106 0.0557 -3.3433 -0.5758 0.047
C -1.547 1.085 -0.571 -3.0845 -1.3238 -3.7659 -0.245
C 0.497 2.490 0.614 2.1339 1.4399 -2.3278 -0.301
C -1.596 -1.748 0.006 -2.2316 -2.3903 1.0212 -0.215
C 0.572 0.927 2.581 0.2696 -0.8632 0.4550 0.033
C 0.105 1.296 1.223 -2.7118 -2.1623 1.7738 -0.055
C -0.873 0.596 0.578 1.4950 -0.3228 2.5554 -0.022
C 0.344 -0.321 3.039 0.6186 2.5682 -2.6676 0.026
C -0.559 3.250 -3.471 2.4789 0.6367 0.6753 -0.061
C 0.623 3.761 -2.945 -0.4300 0.1795 -1.4634 0.003
C -1.264 2.355 -2.794 -2.4958 -3.2582 2.6530 -0.011
C 1.041 3.506 -1.700 1.1246 -0.3759 3.6084 -0.239
C -0.814 1.963 -1.498 0.7409 2.8368 1.3208 -0.033
C 0.261 2.685 -0.832 -1.7748 -1.0717 -2.7209 0.028
C 1.950 -2.956 -0.552 0.1037 1.6841 1.9375 0.009
C 0.822 -2.094 1.431 -0.1654 0.1188 -0.5300 0.012
C 0.811 -2.042 -0.139 2.3967 -2.2854 1.5226 -0.509
C -1.376 -0.701 1.153 -0.3708 0.2066 -0.7000 -0.257
C -0.511 -2.559 -0.655 0.4172 0.7311 -1.7287 -0.217
C -0.330 -1.321 2.105 1.6296 0.9958 2.2682 -0.401
H 2.220 3.903 -0.274 0.2082 0.2851 -1.0543 0.100
H 1.975 -0.479 -0.424 0.5212 -0.1794 0.3400 0.113
H -3.160 0.160 1.294 0.9710 -1.3259 0.8137 0.148
H -1.638 -4.214 -0.208 2.2438 1.1199 -0.6143 0.152
H -1.686 -1.707 3.362 -2.1005 0.8753 0.6804 0.077
H 1.173 1.557 3.242 -0.3098 0.4323 -0.7914 0.121
H 0.812 -0.636 3.962 -0.4341 -0.4020 -0.0013 0.135
H -0.742 3.413 -4.459 -0.8443 0.8396 -2.5196 0.088
H 1.286 4.351 -3.521 0.3493 0.6224 -0.7172 0.122
H -2.220 1.883 -3.165 1.3513 0.5280 0.3229 0.146
H 1.806 -3.342 -1.463 -0.7106 -1.4257 -3.6939 0.052
H 1.963 -3.755 0.119 0.6916 -1.3572 0.9991 0.075
H 2.867 -2.382 -0.621 0.3753 -0.0992 0.5047 0.103
H 0.815 -3.134 1.796 -0.4698 0.3050 -0.3849 0.143
H 1.794 -1.718 1.804 -0.4007 0.0775 -0.3766 0.142
H -0.564 -2.337 -1.792 0.0744 -0.3937 1.6295 0.202
```
Positions in Å, forces in eV/Å.

## Properties
**ΔE to the lowest compared entry with this formula, charge and spin**: 66.83 kcal per mole
**E_HOMO**: -9.30 eV
**LUMO**: -2.1 eV
**Kohn-Sham gap**: 7.21 eV
**SMILES**: C[C@]1(O)C[C@@]2(O)C=CC3=C(C(=O)c4cccc(O)c4C3=O)[C@@]2(O)C(=O)[C@@H]1O
**DFT total energy**: -1335.43962 Eh

***

Entry 4:
This record from the OMol25 dataset describes C33H37CsN2O3P2S2 as an isolated structure. The level of theory is the ωB97M-V functional and the def2-TZVPD basis.

Geometry as XYZ:
```
80
Properties=species:S:1:pos:R:3:forces:R:3:lowdin_charge:R:1
Cs -0.581 -1.005 1.260 -0.4089 -0.7709 0.3310 1.255
C 4.038 -1.598 5.332 -0.0469 0.0452 -0.1079 -0.324
P 3.402 -0.800 3.794 -0.0417 0.0018 0.0646 0.864
C 2.847 0.820 4.476 0.0569 -0.1437 -0.0494 -0.298
C 1.729 -1.604 3.613 0.5666 0.1958 0.2585 -0.516
C 0.951 -1.925 4.889 -0.1791 0.0518 -0.2412 -0.449
P -0.834 -2.297 4.542 -0.0258 -0.2056 0.3262 0.794
C -1.269 -3.085 6.153 0.0941 0.1486 -0.1150 -0.311
C -1.561 -0.630 4.831 0.0050 -0.0917 -0.0822 -0.307
H 4.991 -1.137 5.593 0.0081 -0.0045 0.0121 0.028
H 4.224 -2.655 5.137 0.0084 -0.0076 0.0384 0.032
H 3.356 -1.499 6.177 0.0067 -0.0163 0.0238 0.028
H 3.719 1.437 4.694 -0.0056 0.0225 0.0065 0.033
H 2.259 0.710 5.390 -0.0200 0.0530 0.0088 0.031
H 2.246 1.328 3.719 -0.0107 0.0327 0.0307 0.023
H 1.873 -2.514 3.025 -0.1175 0.0390 -0.0939 0.067
H 1.221 -0.871 2.984 0.1605 -0.0979 0.3218 -0.068
H 0.994 -1.101 5.607 0.0522 -0.0397 0.0549 0.066
H 1.380 -2.811 5.362 0.0132 0.0229 0.0475 0.076
H -0.894 -2.471 6.976 -0.0405 -0.0686 0.0668 0.039
H -0.818 -4.075 6.206 -0.0033 -0.0119 0.0234 0.030
H -2.348 -3.194 6.251 -0.0145 0.0105 -0.0266 0.033
H -1.312 -0.261 5.828 0.0208 0.0571 -0.0288 0.044
H -2.646 -0.689 4.735 -0.0023 0.0228 0.0052 0.039
H -1.198 0.079 4.084 0.0155 0.0914 0.0734 0.004
O -0.179 1.736 1.961 0.1317 0.5950 0.1822 -0.480
S 0.120 2.132 0.587 -0.2910 -0.7638 -0.0473 0.482
O -1.052 2.386 -0.234 0.0741 0.3471 -0.0422 -0.327
N 1.010 0.962 0.036 0.3185 0.5331 -0.1170 -0.266
C 1.380 0.896 -1.285 0.1527 0.1192 -0.2987 -0.287
C 1.491 1.974 -2.151 -0.0041 -0.0925 0.2312 -0.035
C 1.923 1.821 -3.475 0.0775 -0.1597 -0.2009 -0.090
C 2.240 0.593 -3.987 -0.0256 0.2006 0.0055 -0.059
C 2.132 -0.544 -3.156 0.0042 -0.0156 -0.0395 -0.163
C 2.430 -1.847 -3.622 -0.0214 0.0071 0.0367 -0.020
C 2.301 -2.916 -2.786 -0.0103 0.0805 0.0240 -0.059
C 1.865 -2.675 -1.464 0.0070 -0.0844 -0.0819 -0.155
N 1.580 -1.489 -0.997 -0.0971 0.0718 0.1176 0.062
C 1.708 -0.407 -1.813 0.0157 0.0316 0.0264 -0.167
C 1.043 3.648 0.651 -0.0180 -0.0487 0.0702 -0.293
C 2.390 3.598 0.976 0.0152 -0.0147 0.0061 -0.059
C 3.114 4.779 1.030 0.0100 0.0021 0.0024 -0.073
C 2.487 5.988 0.760 0.0024 0.0217 -0.0005 -0.086
C 1.139 6.024 0.432 0.0278 0.0679 -0.0007 -0.076
C 0.408 4.848 0.373 -0.0200 -0.0740 0.0043 -0.058
H 1.237 2.960 -1.789 0.0204 0.0506 -0.0728 0.100
H 1.998 2.694 -4.112 -0.0172 0.0373 0.0468 0.108
H 2.564 0.488 -5.015 0.0084 -0.0723 0.0050 0.107
H 2.758 -1.974 -4.647 0.0000 0.0024 -0.0014 0.115
H 2.524 -3.922 -3.115 -0.0061 -0.0182 0.0291 0.099
H 1.748 -3.505 -0.773 0.0126 -0.0214 -0.0393 0.105
H 2.850 2.635 1.160 0.0451 0.0246 0.0100 0.115
H 4.168 4.762 1.274 0.0023 -0.0365 0.0045 0.104
H 3.055 6.909 0.799 0.0056 -0.0013 0.0026 0.101
H 0.663 6.973 0.218 -0.0299 -0.0147 -0.0052 0.103
H -0.640 4.831 0.105 0.0018 0.0632 -0.0040 0.112
O -2.028 -1.293 -0.913 -0.4583 -0.0304 -0.3273 -0.788
S -2.073 -1.966 -2.238 -0.1722 -0.1959 -0.6392 1.007
C -1.677 -0.706 -3.452 0.0196 -0.0549 0.0569 -0.365
C -1.498 -1.089 -4.774 -0.0315 0.0146 0.0813 -0.087
C -1.254 -0.112 -5.722 0.0148 0.0172 -0.0790 -0.078
C -1.179 1.223 -5.338 0.0132 -0.0410 -0.0742 -0.078
C -1.327 1.580 -4.009 -0.0108 -0.0180 0.0860 -0.063
C -1.573 0.610 -3.043 -0.0092 0.0510 -0.0768 -0.053
C -3.823 -2.095 -2.674 0.2113 0.2388 0.2710 -0.363
C -4.260 -3.046 -3.577 -0.0183 -0.0608 -0.0463 -0.086
C -5.608 -3.085 -3.910 0.0220 -0.0495 -0.0310 -0.078
C -6.495 -2.192 -3.329 0.0018 0.0056 0.0066 -0.080
C -6.041 -1.254 -2.408 -0.0042 -0.0009 -0.0005 -0.066
C -4.698 -1.202 -2.075 -0.0868 -0.0183 -0.0346 -0.061
H -1.557 -2.135 -5.053 0.0098 0.0039 -0.0353 0.108
H -1.116 -0.387 -6.760 0.0006 -0.0069 0.0042 0.104
H -0.982 1.983 -6.083 -0.0056 0.0052 0.0021 0.105
H -1.236 2.615 -3.708 -0.0039 -0.0042 0.0260 0.116
H -1.665 0.883 -1.998 -0.0156 -0.0116 0.0148 0.091
H -3.563 -3.749 -4.017 0.0046 -0.0009 0.0020 0.109
H -5.965 -3.822 -4.617 -0.0024 0.0020 -0.0011 0.105
H -7.544 -2.228 -3.590 -0.0015 -0.0046 0.0028 0.104
H -6.736 -0.561 -1.952 -0.0035 -0.0030 -0.0024 0.108
H -4.325 -0.482 -1.358 0.0427 -0.0117 -0.0079 0.115
```
Positions in Å, forces in eV/Å.

## Properties
**ΔE to the lowest compared entry with this formula, charge and spin**: 7.68 kcal per mole
**E_HOMO**: -7.03 eV
**LUMO**: 0.2 eV
**Kohn-Sham gap**: 7.23 eV
**DFT total energy**: -3114.15672 Eh